[1]
This record from the OMol25 dataset describes a 6-piece molecular cluster, C3H17NO7S overall at a distorted geometry. The level of theory is ωB97M-V with the def2-TZVPD basis set.

Properties
Frontier orbital gap in eV: 9.551
Total charge: 0
Multiplicity: 1
ΔE to the lowest compared entry with this formula, charge and spin in eV: 0.000
SMILES: N[C@H](CS)C(=O)O.O.O.O.O.O

Bonds (Å) are listed after each position.
Geometry (Å):
1 O 1.4875 2.2519 -0.3381  C2 1.205
2 C 1.1649 1.1344 -0.6525  O1 1.205, O3 1.356, C4 1.530
3 O 1.4042 0.6675 -1.9027  C2 1.356, H8 0.969
4 C 0.4541 0.0805 0.1994  C2 1.530, C5 1.532, N7 1.447, H9 1.092
5 C 1.5116 -0.6112 1.0651  C4 1.532, S6 1.815, H10 1.089, H11 1.086
6 S 0.8258 -2.0242 1.9740  C5 1.815, H12 1.336
7 N -0.5759 0.6649 1.0310  C4 1.447, H13 1.013, H14 1.014
8 H 1.7742 1.3327 -2.5029  O3 0.969
9 H -0.0298 -0.6181 -0.4867  C4 1.092
10 H 1.9644 0.1135 1.7404  C5 1.089
11 H 2.3214 -1.0053 0.4576  C5 1.086
12 H 0.0106 -1.3399 2.7815  S6 1.336
13 H -1.2592 1.1501 0.4622  N7 1.013
14 H -0.2207 1.3050 1.7333  N7 1.014
15 H 1.1374 3.7305 2.5911  O17 0.982
16 H 1.4216 2.7257 1.3992  O17 0.980
17 O 1.1870 2.7803 2.3490  H15 0.982, H16 0.980
18 H -1.5489 -2.7421 -1.3013  O20 0.978
19 H -2.6159 -2.0363 -0.3956  O20 0.998
20 O -2.3771 -2.2247 -1.3458  H18 0.978, H19 0.998
21 H 3.6228 -1.6544 -2.5125  O23 0.971
22 H 2.4394 -0.8430 -1.9197  O23 0.978
23 O 3.0266 -1.6056 -1.7481  H21 0.971, H22 0.978
24 H -2.4671 -0.4525 -1.7567  O26 0.989
25 H -3.4695 0.6743 -2.1796  O26 0.946
26 O -2.6584 0.5168 -1.7196  H24 0.989, H25 0.946
27 H -3.3028 -0.2199 0.5217  O29 0.975
28 H -2.1783 -0.7483 1.4102  O29 0.978
29 O -3.0500 -1.0027 1.0459  H27 0.975, H28 0.978

[2]
This record from the OMol25 dataset describes a 2-piece molecular cluster, C3H9NO overall at a distorted geometry. The level of theory is ωB97M-V with the def2-TZVPD basis set.

Properties
Frontier orbital gap (alpha / beta) in eV: 6.982 / 9.971
Total charge: +1
Multiplicity: 2
ΔE to the lowest compared entry with this formula, charge and spin in eV: 5.910

Bonds (Å) are listed after each position.
Geometry (Å):
1 C -0.3915 -2.3159 -0.9488  O2 1.332, H3 1.096, H4 1.124, H5 1.131
2 O 0.3062 -1.3029 -1.4604  C1 1.332
3 H -1.3096 -2.6626 -1.4356  C1 1.096
4 H 0.4247 -3.0793 -0.8335  C1 1.124
5 H -0.7343 -2.4026 0.1250  C1 1.131
6 C 0.3493 1.8071 0.6572  C7 1.548, N8 1.420, H9 1.085
7 C -1.0659 2.0796 0.0927  C6 1.548, H10 1.070, H11 1.113
8 N 0.8402 0.4751 0.6708  C6 1.420, H12 1.075, H13 1.066, H14 1.040
9 H 0.9527 2.4943 1.2405  C6 1.085
10 H -1.8191 2.4250 0.7701  C7 1.070
11 H -0.7375 2.1233 -0.9694  C7 1.113
12 H 1.9026 0.6350 0.6323  N8 1.075
13 H 0.5440 -0.0497 1.5497  N8 1.066
14 H 0.7380 -0.2266 -0.0906  N8 1.040

[3]
This record from the OMol25 dataset describes an isolated ion of composition C8H10NO and charge +1 at a distorted geometry. The level of theory is ωB97M-V with the def2-TZVPD basis set.

Properties
Frontier orbital gap (alpha / beta) in eV: 8.353 / 8.348
Total charge: +1
Multiplicity: 1
ΔE to the lowest compared entry with this formula, charge and spin in eV: 6.950

Bonds (Å) are listed after each position.
Geometry (Å):
1 C -1.8964 -0.9333 -0.0031  C2 1.335, C6 1.612, H11 1.068
2 C -2.4875 0.2535 0.1506  C1 1.335, C7 1.444, H12 1.077
3 C 1.5511 1.7415 0.3752  N9 1.453, O10 1.287, H13 1.040
4 C 0.3629 -0.0960 -0.1813  C6 1.419, N9 1.264
5 C -0.5966 1.7594 -0.1180  C7 1.528, O10 1.247
6 C -0.3755 -1.2863 -0.4058  C1 1.612, C4 1.419, H14 1.153, H15 1.133
7 C -2.1108 1.6438 0.0476  C2 1.444, C5 1.528, H16 1.157, H17 1.082
8 C 2.7379 -0.4544 0.3036  N9 1.462, H18 1.122, H19 1.103, H20 1.033
9 N 1.5339 0.3292 0.0332  C3 1.453, C4 1.264, C8 1.462
10 O 0.4311 2.3634 0.2474  C3 1.287, C5 1.247
11 H -2.5639 -1.7247 0.2603  C1 1.068
12 H -3.5302 0.0832 0.3616  C2 1.077
13 H 2.5042 2.1054 0.5768  C3 1.040
14 H 0.1217 -2.0492 0.3022  C6 1.153
15 H -0.5046 -1.6193 -1.4807  C6 1.133
16 H -2.6311 2.1213 -0.8692  C7 1.157
17 H -2.4982 2.2698 0.8409  C7 1.082
18 H 3.4746 0.3223 -0.0339  C8 1.122
19 H 2.6739 -0.8780 1.3204  C8 1.103
20 H 2.8261 -1.3237 -0.2476  C8 1.033

[4]
This record from the OMol25 dataset describes one molecule with the formula C6H7Br2N at a distorted geometry. The level of theory is ωB97M-V with the def2-TZVPD basis set.

Properties
Frontier orbital gap in eV: 7.653
Total charge: 0
Multiplicity: 1
ΔE to the lowest compared entry with this formula, charge and spin in eV: 3.692

Bonds (Å) are listed after each position.
Geometry (Å):
1 C 0.4870 -0.0856 1.0131  C2 1.331, C3 1.482, H10 0.990
2 C -0.8330 -0.0206 1.1669  C1 1.331, C4 1.501, H11 1.162
3 C 1.0962 -0.1525 -0.3367  C1 1.482, C6 1.524, N7 1.239
4 C -1.9032 0.1817 0.1347  C2 1.501, C5 1.452, H12 1.192, H13 1.173
5 C -1.4770 1.0732 -0.9292  C4 1.452, Br8 1.895, Br9 1.865
6 C 2.3993 -0.9317 -0.2045  C3 1.524, H14 1.168, H15 1.127, H16 1.039
7 N 0.6544 0.2366 -1.4268  C3 1.239
8 Br -1.0371 2.8346 -0.3849  C5 1.895
9 Br -2.3533 0.8172 -2.5551  C5 1.865
10 H 1.1902 -0.1878 1.7031  C1 0.990
11 H -1.1635 -0.1085 2.2780  C2 1.162
12 H -2.3140 -0.9076 -0.1205  C4 1.192
13 H -2.9296 0.6048 0.5144  C4 1.173
14 H 3.3401 -0.2446 -0.2840  C6 1.168
15 H 2.5014 -1.5158 -1.1632  C6 1.127
16 H 2.3422 -1.5934 0.5949  C6 1.039